Entry 1:
Entry from the OMol25 dataset: a cluster of 3 separate species, C19H34O10P2 in total (ωB97M-V/def2-TZVPD).

Summary:
SMILES string: O=C1CC[C@H](CCCc2ccccc2)O1.COP(=O)(OC)OC.COP(=O)(OC)OC
LUMO level in Eh: -0.0793
Net charge: 0
E_tot in eV: -59304.1224

CARTESIAN COORDINATES (ANGSTROEM)
O 3.187326 0.829130 2.205154
C 3.285629 -0.259701 1.716830
C 4.523583 -0.895961 1.009366
C 3.711805 -1.545314 -0.165345
C 2.705252 -2.275102 0.762790
C 1.639700 -3.168505 0.109174
C 0.289139 -2.441940 -0.135861
C -0.741279 -2.598219 1.027747
C -1.663801 -1.359837 0.990466
C -2.976375 -1.439615 0.542628
C -3.721856 -0.247883 0.534013
C -3.162889 0.953934 0.938614
C -1.830826 1.032716 1.370516
C -1.092610 -0.146057 1.401877
O 2.285996 -1.207029 1.615713
H 5.331800 -0.205941 0.748379
H 4.912701 -1.684502 1.677551
H 4.309806 -2.155373 -0.852080
H 3.275330 -0.640007 -0.626710
H 3.373049 -2.974047 1.306939
H 1.471328 -4.097575 0.674646
H 2.035409 -3.441829 -0.885575
H 0.492454 -1.373830 -0.322921
H -0.213007 -2.800670 -1.050603
H -0.272272 -2.733532 2.011501
H -1.395395 -3.455498 0.788118
H -3.438190 -2.365223 0.194880
H -4.764267 -0.244751 0.210592
H -3.731016 1.887972 0.910430
H -1.356196 1.969080 1.666144
H -0.052245 -0.138613 1.740364
C -7.564733 -2.032607 -4.710166
O -6.787661 -1.313803 -3.724546
P -6.078963 -2.171356 -2.448107
O -6.258186 -1.095489 -1.433119
O -4.595799 -2.054414 -3.142875
C -4.367496 -2.611721 -4.437787
O -5.519565 -3.326171 -1.355140
C -5.359485 -4.674795 -1.833250
H -8.546310 -1.566680 -4.790836
H -7.066130 -1.969499 -5.678580
H -7.695377 -3.083124 -4.447265
H -4.437443 -1.823258 -5.189418
H -5.081585 -3.403912 -4.675697
H -3.363068 -3.031831 -4.463038
H -4.431951 -4.764298 -2.404297
H -6.204514 -4.975593 -2.454756
H -5.309439 -5.338817 -0.972898
C 3.668973 6.988504 1.340763
O 4.934460 7.066135 2.034703
P 5.340033 5.850264 3.133744
O 6.050041 6.686924 4.128507
O 6.399655 5.165311 2.080754
C 5.952834 4.749957 0.791481
O 5.241522 4.445236 4.038450
C 4.426806 3.374713 3.514049
H 3.130126 7.924227 1.487530
H 3.850520 6.852313 0.273438
H 3.049477 6.166331 1.701944
H 6.200699 5.518278 0.056114
H 4.876754 4.561783 0.770716
H 6.470086 3.829250 0.524308
H 4.968261 2.838455 2.733535
H 3.487880 3.758700 3.113297
H 4.201493 2.684708 4.323102

Cartesian forces (eV/Å) of the 6 atoms listed first:
O -0.5580 -0.7521 -0.0049
C 1.4211 -0.7492 -0.5137
C -0.7613 0.0856 -0.0622
C 0.5651 0.7387 1.2514
C 1.5241 -1.0148 -1.1960
C -0.9659 0.8535 -0.5688

Entry 2:
Entry from the OMol25 dataset: a structure of composition C21H27CoN5OS2 (ωB97M-V/def2-TZVPD).

Summary:
LUMO level (alpha / beta) in Eh: 0.0132 / 0.0125
Net charge: 0
Spin multiplicity: 2
E_tot in eV: -91011.3041

CARTESIAN COORDINATES (ANGSTROEM)
Co -1.334767 0.189052 -0.084466
C 2.705255 0.833979 -1.331952
C 1.265372 1.058076 -0.974328
N 0.461881 0.049104 -0.778626
N 1.029690 -1.216597 -0.934482
C 0.227259 -2.178204 -0.649033
S -1.398841 -2.041691 -0.099895
S 0.815552 -3.835036 -0.795540
C 2.145139 -3.631177 -2.003844
C 1.654846 -3.282023 -3.377226
C 2.000530 -2.071237 -3.961183
C 1.548311 -1.743340 -5.229876
C 0.741751 -2.625944 -5.928917
C 0.391550 -3.839854 -5.353525
C 0.843860 -4.163550 -4.086092
C 0.814198 2.438818 -0.811879
C 1.762979 3.480499 -0.824738
C 1.409909 4.802335 -0.690227
C 0.060801 5.136080 -0.549248
C -0.898513 4.158865 -0.542131
C -0.560381 2.788857 -0.665914
O -1.523349 1.924994 -0.677990
H 2.917393 -0.219768 -1.454361
H 3.344615 1.229589 -0.542596
H 2.948626 1.371934 -2.247754
H 2.647269 -4.601807 -2.006772
H 2.857458 -2.890523 -1.643407
H 2.623487 -1.377829 -3.411521
H 1.822006 -0.793522 -5.669269
H 0.383405 -2.370620 -6.917208
H -0.238935 -4.534313 -5.892561
H 0.554837 -5.104106 -3.633668
H 2.810149 3.246439 -0.943707
H 2.169210 5.571011 -0.699298
H -0.234371 6.172968 -0.443274
H -1.948024 4.397924 -0.440275
C -4.152496 -0.353687 3.466243
N -2.812171 -0.014910 3.897257
C -2.783785 0.766324 5.123640
C -1.866615 0.258740 2.922312
N -2.187125 0.531431 1.692340
N -0.575505 0.219260 3.338470
C 0.487768 0.745329 2.510048
C -0.137814 -0.672082 4.393910
H -4.653319 -0.884220 4.275520
H -4.111668 -1.011319 2.599355
H -4.755566 0.531390 3.221645
H -3.397230 1.670688 5.023603
H -1.768284 1.066440 5.362838
H -3.175310 0.172087 5.950679
H -3.181562 0.710547 1.611894
H 0.896589 -0.021819 1.847629
H 1.283871 1.108730 3.162821
H 0.121137 1.576359 1.911925
H -0.973919 -1.262392 4.758792
H 0.300845 -0.114642 5.227052
H 0.622030 -1.351647 3.998828

Cartesian forces (eV/Å) of the 6 atoms listed first:
Co 0.0843 -0.2495 -0.2403
C 0.0915 -0.0317 -0.0618
C -0.2063 -0.0288 0.0458
N 0.1843 0.1134 0.0693
N -0.0095 0.0517 -0.1321
C 0.0580 -0.1439 -0.0258

Entry 3:
Entry from the OMol25 dataset: a structure of composition C5H9NiO3 (ωB97M-V/def2-TZVPD).

Summary:
LUMO level (alpha / beta) in Eh: 0.0295 / -0.0200
Net charge: 0
Spin multiplicity: 4
E_tot in eV: -52510.4352

CARTESIAN COORDINATES (ANGSTROEM)
O -1.774496 1.596124 -0.576330
C -2.656876 0.619767 -0.453404
C -2.602416 -0.386973 0.486690
H -3.504632 0.643278 -1.158248
H -3.500500 -0.362638 1.119041
H -2.068596 -0.986180 1.226720
O 1.780618 2.028177 -0.090176
C 2.505174 0.932149 0.360158
C 1.927008 -0.377226 -0.170610
O 0.500645 -0.306699 0.023557
C -0.242236 -1.420039 -0.284904
Ni -0.027662 1.595161 -0.175065
H 2.517410 0.878534 1.469130
H 3.564412 0.966630 0.039024
H 2.321676 -1.251728 0.365672
H 2.106589 -0.484984 -1.252109
H -0.999294 -1.337849 -1.066205
H 0.153178 -2.345504 0.137058

Cartesian forces (eV/Å) of the 6 atoms listed first:
O 0.0767 -0.5213 -1.2002
C 0.8765 -0.4994 1.6646
C -2.4622 0.4784 1.3695
H -0.0091 0.5465 0.7719
H -1.4363 -0.8683 -1.5628
H 1.8661 1.2210 -0.7081

> Look up the E_tot of the second one.

-91011.3041 eV

> What is the net charge in the third record?

0